(1)
The following is a quantum chemistry calculation of C22H26N2O2SSe3Si2TeZr as an isolated structure, from the OMol25 dataset.

- ΔE to the lowest compared entry with this formula, charge and spin (kcal per mole) = 8.1
- charge = -2
- DFT total energy (eV) = -261521.65327
- F_max (eV/A) = 0.58
- LUMO energy (eV) = 3.928
- HOMO (hartree) = -0.0510

Last column: natural (NBO) charge in e.
Atoms and positions in Å:
H 2.0440 -1.6953 -2.5055  0.230
H -3.6290 1.0394 0.3395  0.228
H -3.2804 -0.9106 3.1169  0.200
H 1.2383 -4.1133 0.2352  0.241
H 4.3863 -2.0283 -3.1855  0.207
H -4.1409 -2.7849 2.0811  0.190
C -2.0601 0.4521 -4.4821  -0.242
C -3.9009 -4.6810 1.1334  -0.239
H 0.2369 -3.3188 -3.5622  0.206
H -1.0949 -2.1632 -3.5409  0.230
C -1.4954 0.9329 -3.2906  -0.109
H -1.4601 -0.2066 -5.0975  0.214
C -3.6620 -0.0403 0.1714  -1.105
C 2.8350 -1.1227 -2.0409  0.109
C 1.0762 -3.9676 -0.8343  -1.108
Si -2.1079 -0.8867 0.8922  0.973
Se 2.9304 1.9206 2.6589  -0.583
N 2.4617 -0.2549 -1.0901  -0.585
C 4.1423 -1.2914 -2.4308  -0.312
H -3.7458 0.3907 -5.7919  0.194
H 3.1181 1.1751 0.2655  0.256
Te 3.5499 -2.0785 2.0006  -0.500
C -3.1779 -5.4226 0.2037  -0.261
Zr 0.2022 -0.0141 -0.4297  1.321
C -3.3401 0.7947 -4.8709  -0.210
H -4.7204 -5.1390 1.6780  0.187
C 4.7449 0.4111 -0.8781  -0.294
H -3.7529 -0.2105 -0.9046  0.227
C -2.3076 -0.5544 2.7613  -1.110
C -3.5663 -3.3557 1.3574  -0.204
H 2.0415 -3.6700 -1.2500  0.218
C -1.8292 2.3786 -1.1761  0.800
Si -0.3052 -2.6868 -1.1775  0.943
O -0.9486 1.7055 -0.5032  -0.826
C -2.1327 -4.8245 -0.4808  -0.147
H -3.4289 -6.4626 0.0210  0.186
H 5.4638 1.0266 -0.3535  0.219
O -2.2694 3.4601 -0.8226  -0.648
N 6.4742 -0.6738 -2.1825  -0.798
C 3.4160 0.4938 -0.5261  0.099
Se 0.9024 0.9686 2.2084  -0.018
H -5.1087 1.9225 -4.3738  0.194
C -1.7811 -3.4874 -0.2609  -0.444
H -1.5270 -1.0407 3.3505  0.235
C -2.2731 1.7877 -2.4941  -0.198
H -4.1128 2.8141 -2.2726  0.219
H -4.5663 -0.4335 0.6489  0.206
C -3.5556 2.1420 -2.9120  -0.104
C -0.6795 -3.0346 -3.0339  -1.110
H 6.6990 -1.5954 -2.5245  0.371
H 0.8008 -4.9335 -1.2740  0.198
C -2.5128 -2.7384 0.6722  -0.432
Se 1.1253 -1.4668 1.8300  -0.163
S 0.1851 0.4839 -2.9783  -0.286
C 5.1367 -0.5224 -1.8259  0.221
H -1.5714 -5.4133 -1.2011  0.180
H 7.1167 -0.3831 -1.4613  0.376
H -1.3875 -3.8638 -3.1334  0.209
C -4.1018 1.6497 -4.0815  -0.279
H -2.2511 0.5193 2.9582  0.230


(2)
The following is a quantum chemistry calculation of one molecule with the formula C22H26N2O3, from the OMol25 dataset.

- ΔE to the lowest compared entry with this formula, charge and spin (kcal per mole) = 48.0
- DFT total energy (eV) = -32358.74608
- F_max (eV/A) = 0.62
- LUMO energy (eV) = 0.703
- HOMO (hartree) = -0.3012

Last column: natural (NBO) charge in e.
Atoms and positions in Å:
O -0.6009 -2.8627 -0.7550  -0.630
H 4.6334 -0.2684 3.7392  0.202
N 0.3818 -0.9241 -0.1487  -0.609
C 4.5836 -0.2032 2.6474  -0.229
H 2.8882 -1.4135 -1.0721  0.215
O -5.1010 -1.4393 -2.4388  -0.527
H 2.2202 4.4148 1.2141  0.215
C 1.4493 -1.1453 2.0487  -0.421
H -6.0578 1.2083 -1.4058  0.218
H 2.7140 1.2272 4.0096  0.203
O -4.5925 1.3230 -3.4265  -0.489
H -3.0569 -2.4080 -1.2509  0.247
H 4.9353 -1.3627 0.3731  0.199
C 2.3606 2.8780 2.6991  -0.226
C 3.6782 2.9322 0.7011  -0.198
C -5.9392 0.8943 -3.5156  -0.065
H 2.6626 -1.4594 3.8194  0.199
C -0.5798 -1.6467 -0.7706  0.673
H 1.3633 -2.6070 0.4569  0.232
H 3.9613 3.4158 -0.2228  0.213
H 1.6114 3.3192 3.3405  0.214
C 2.9796 1.6979 3.0731  -0.168
C 2.6601 -1.7571 2.7689  -0.217
C -2.4209 1.1009 -2.6296  -0.253
N 3.9388 -1.4193 2.1882  -0.443
H 0.3224 0.0812 -0.1348  0.394
C -3.6912 0.5415 -2.7733  0.255
C 3.9771 -1.7011 0.7720  -0.217
H -7.0600 -1.5566 -2.1623  0.190
H -7.5949 0.7310 -2.1334  0.225
H -0.4276 0.8933 -1.9334  0.209
H -6.0229 0.0365 -4.1942  0.186
C 2.8225 -1.0867 -0.0331  -0.421
H 5.0626 1.3238 0.4481  0.212
H 2.8858 0.0032 -0.0087  0.202
C -1.6256 -0.8391 -1.4640  -0.160
C -2.8825 -1.4097 -1.6220  -0.210
H 5.6083 -0.2279 2.2626  0.202
H 2.5677 -2.8493 2.7272  0.193
H 0.5294 -1.5146 2.5046  0.216
H 3.9305 -2.7914 0.6607  0.193
H -6.4594 1.7478 -3.9565  0.197
C 2.7033 3.4945 1.5076  -0.222
H -2.2606 2.0797 -3.0541  0.226
C -3.9175 -0.7445 -2.2598  0.261
H -6.1640 -1.0476 -0.7102  0.175
C -6.5206 0.5504 -2.1451  -0.475
C 4.2953 1.7520 1.0781  -0.226
C -1.4018 0.4304 -1.9885  -0.183
C -6.2469 -0.9225 -1.7997  -0.057
H 1.4677 -0.0572 2.1402  0.202
C 1.4862 -1.5241 0.5679  -0.068
C 3.9438 1.1119 2.2611  -0.052


(3)
The following is a quantum chemistry calculation of one molecule with the formula C22H26N2O3S in a non-equilibrium geometry, from the OMol25 dataset.

- ΔE to the lowest compared entry with this formula, charge and spin (kcal per mole) = 6.9
- DFT total energy (eV) = -43195.28657
- F_max (eV/A) = 1.56
- LUMO energy (eV) = 0.392
- HOMO (hartree) = -0.3256

Last column: natural (NBO) charge in e.
Atoms and positions in Å:
H -5.7768 -1.6440 -1.0159  0.214
H -0.2510 3.0834 -2.5738  0.253
H -2.7382 3.0619 -1.5949  0.255
C 3.5492 -2.5488 -2.0413  -0.216
C -3.2831 -3.4681 1.4668  -0.202
C 3.4359 1.3398 0.9842  -0.389
O 2.2532 2.8117 -2.2673  -0.621
H -1.8515 0.1029 3.4133  0.213
C 3.3502 -0.9573 1.9416  -0.425
H 3.0866 2.3694 1.0798  0.219
H 4.5167 1.3292 1.1386  0.205
H -0.8009 0.2478 2.0067  0.250
C 3.3944 -1.4915 0.5364  -0.011
H 2.7815 -1.6430 2.5741  0.215
C -1.3167 -0.4638 2.6482  -0.659
C -4.0204 -1.5556 0.1933  -0.021
H 2.9120 0.8555 3.0200  0.214
C -4.0958 -2.9086 0.5007  -0.205
H 3.5915 -3.5157 1.1897  0.206
O -0.3868 2.0178 0.8127  -1.014
H 4.3752 -0.9371 2.3285  0.211
H 1.6875 0.4174 1.8349  0.202
C -3.0825 -0.7740 0.8713  0.183
C 1.4467 2.1390 -1.6592  0.662
C -2.3867 -2.6726 2.1570  -0.210
H -0.5766 -1.0821 3.1494  0.221
C 3.1333 0.8401 -0.4300  -0.085
C -2.5292 2.6327 -0.6192  -0.686
H 1.0341 0.7383 -0.2438  0.419
C 3.4067 -1.1887 -1.8501  -0.179
H -4.8119 -3.5247 -0.0228  0.209
C -4.9491 -0.9671 -0.8207  -0.640
H 3.7606 1.3732 -1.1539  0.246
H -3.3552 -4.5216 1.6918  0.213
H 3.6082 -2.9531 -3.0407  0.213
H -1.7610 -3.1048 2.9242  0.208
S -0.7360 2.9994 -0.2266  1.283
H -4.4175 -0.7857 -1.7546  0.251
H 3.3517 -0.5228 -2.6995  0.215
C 3.3341 -0.6496 -0.5701  -0.041
C 3.5397 -2.8600 0.3316  -0.197
O -2.5700 0.4871 -1.6551  -0.618
H -2.7767 1.1980 1.3866  0.411
H 3.7283 -4.4548 -1.0784  0.212
C -2.7036 1.1302 -0.6331  0.671
N -2.9617 0.6089 0.5865  -0.624
H -0.5563 1.3970 -2.0432  0.276
C 3.6167 -3.3892 -0.9419  -0.206
N 1.7636 1.1508 -0.8073  -0.606
C 2.7625 0.4470 2.0189  -0.401
C -0.0539 2.3354 -1.8091  -0.708
C -2.2738 -1.3202 1.8740  -0.028
H -3.1218 3.1191 0.1527  0.237
H -5.3445 -0.0122 -0.4755  0.212


(4)
The following is a quantum chemistry calculation of one molecule with the formula C22H26N2O5S in a non-equilibrium geometry, from the OMol25 dataset.

- ΔE to the lowest compared entry with this formula, charge and spin (kcal per mole) = 39.4
- DFT total energy (eV) = -47288.87174
- F_max (eV/A) = 1.08
- LUMO energy (eV) = 0.499
- HOMO (hartree) = -0.3142

Last column: natural (NBO) charge in e.
Atoms and positions in Å:
H 1.5947 0.4398 -0.9410  0.237
O -2.4340 0.7103 -2.3774  -0.524
C -2.4135 -1.4952 -0.4637  -0.162
H -1.8340 3.6754 -3.2562  0.224
H 1.4969 -3.5118 -1.5200  0.201
C -1.5072 1.4526 -4.4619  -0.623
O 3.7831 0.6113 0.0706  -0.938
O -1.7076 -3.7212 0.0689  -0.613
C 1.0101 0.6065 4.4857  -0.189
C -2.2217 3.6486 -0.3208  -0.244
S 3.3941 -0.5560 0.8042  2.320
C -1.9753 3.1146 0.9356  -0.217
C 2.5250 -0.0594 2.2904  -0.269
C -2.0632 0.8518 0.0555  0.252
H 1.1593 -2.4537 1.3351  0.187
H 1.6343 -1.2736 5.3016  0.222
C 1.6952 -0.5985 4.4616  -0.212
H -0.5508 1.6597 -3.9861  0.215
H -1.7120 1.3264 2.0900  0.229
C 1.0918 1.4825 3.4144  -0.213
C -2.6248 3.0574 -2.8281  -0.464
C -3.9949 1.3231 -4.0969  -0.622
C -2.6447 1.6462 -3.4605  0.272
H -3.3547 -1.8657 -0.0382  0.208
H -4.1880 1.9983 -4.9259  0.215
H 0.4898 -4.2275 -0.2252  0.254
H -2.5941 -1.1560 -1.4844  0.222
H -1.5000 0.4266 -4.8218  0.217
H 3.0115 -1.8610 3.3056  0.240
H -3.5748 3.5739 -2.9764  0.224
H 0.5100 -0.1679 0.3448  0.199
H -1.8462 3.7700 1.7827  0.214
O 4.3851 -1.5370 1.1289  -0.936
H 0.5635 2.4234 3.4391  0.220
H 2.6538 -3.1752 0.6651  0.240
H -2.2859 4.7144 -0.4724  0.215
C -2.2919 1.3998 -1.2035  0.201
C 2.4560 -0.9377 3.3544  -0.209
H 0.4130 0.8662 5.3472  0.218
C -1.9016 1.7477 1.1153  -0.239
H 1.9475 1.8120 1.4619  0.243
H -1.6369 2.1224 -5.3074  0.216
H -3.9973 0.3002 -4.4654  0.217
C 1.8524 1.1475 2.3060  -0.219
H -0.5518 -0.5548 -1.8662  0.233
C 1.1377 -0.4526 -0.5128  -0.255
C 1.7635 -2.5945 0.4244  -0.250
C -2.3768 2.7781 -1.3769  0.014
N -0.1965 -2.4261 -0.9803  -0.436
C 0.9034 -3.3021 -0.6271  -0.231
C 0.2744 -1.1825 -1.5436  -0.223
H -4.7885 1.4265 -3.3600  0.217
C -1.4122 -2.6532 -0.4289  0.663
H 0.8909 -1.4271 -2.4149  0.205
O -1.9097 -0.4669 0.3752  -0.503
N 2.2149 -1.3252 -0.1021  -0.666


Among the records above, which one has the lowest F_max? C22H26N2O2SSe3Si2TeZr